# C41H39N7O5S3Tc

A molecular structure, C41H39N7O5S3Tc in a non-equilibrium geometry (ωB97M-V/def2-TZVPD, the OMol25 dataset).

The geometry in XYZ format:
```
96
Properties=species:S:1:pos:R:3
Tc 0.631 -0.506 0.105
C -0.683 3.600 0.632
C -0.109 2.233 0.749
N -0.115 1.367 -0.204
N -0.662 1.631 -1.425
C -0.517 0.585 -2.202
O 0.090 -0.506 -1.804
C -1.045 0.600 -3.572
C -0.882 -0.524 -4.380
C -1.380 -0.523 -5.671
C -2.039 0.598 -6.158
C -2.205 1.719 -5.354
C -1.710 1.724 -4.062
C 0.512 1.743 1.992
C 0.605 2.513 3.137
C 1.189 1.969 4.273
C 1.657 0.668 4.238
C 1.527 -0.055 3.064
N 0.981 0.469 1.967
H -0.985 3.787 -0.393
H 0.048 4.350 0.937
H -1.554 3.698 1.283
H -0.373 -1.393 -3.986
H -1.255 -1.395 -6.299
H -2.427 0.599 -7.168
H -2.720 2.589 -5.737
H -1.833 2.590 -3.427
H 0.219 3.521 3.141
H 1.267 2.557 5.177
H 2.102 0.203 5.105
H 1.834 -1.089 2.999
S 1.820 -2.640 0.504
C 1.674 -4.058 -0.429
N 2.682 -4.901 -0.493
C 2.785 -5.900 -1.568
C 1.444 -6.439 -1.959
N 0.468 -5.369 -2.095
C -0.643 -5.696 -2.998
C -0.171 -5.680 -4.430
C -0.377 -6.771 -5.262
C 0.043 -6.733 -6.586
C 0.677 -5.604 -7.080
C 0.890 -4.509 -6.251
C 0.466 -4.547 -4.933
C 0.409 -4.348 -1.229
S -0.919 -3.432 -0.942
C 3.941 -4.733 0.260
C 5.070 -4.305 -0.646
C 6.217 -5.080 -0.753
C 7.252 -4.689 -1.592
C 7.138 -3.527 -2.339
C 5.987 -2.753 -2.245
C 4.958 -3.138 -1.401
H 3.426 -6.704 -1.209
H 3.286 -5.424 -2.414
H 1.076 -7.174 -1.236
H 1.536 -6.932 -2.927
H -1.435 -4.972 -2.830
H -1.031 -6.681 -2.727
H -0.872 -7.656 -4.879
H -0.123 -7.587 -7.228
H 1.005 -5.574 -8.111
H 1.382 -3.626 -6.636
H 0.628 -3.690 -4.287
H 4.163 -5.694 0.727
H 3.760 -4.012 1.049
H 6.308 -5.992 -0.174
H 8.143 -5.297 -1.667
H 7.939 -3.227 -3.000
H 5.890 -1.853 -2.839
H 4.052 -2.542 -1.348
N 5.009 1.317 0.083
C 4.094 0.359 0.196
N 4.293 -0.619 1.075
S 2.731 0.445 -0.841
H 5.892 1.282 0.567
H 4.832 2.095 -0.531
H 5.143 -0.665 1.615
H 3.736 -1.461 0.996
O -0.571 -2.109 2.552
C -1.429 -1.701 1.789
O -1.196 -0.905 0.773
C -2.866 -2.089 1.927
C -3.209 -2.963 2.978
C -4.510 -3.384 3.188
C -5.451 -2.894 2.303
O -6.766 -3.133 2.275
C -7.312 -2.397 1.174
O -6.218 -1.716 0.554
C -5.111 -2.025 1.250
C -3.818 -1.604 1.035
H -2.414 -3.302 3.627
H -4.782 -4.054 3.991
H -8.030 -1.668 1.549
H -7.760 -3.090 0.464
H -3.553 -0.943 0.223
```

Results
Charge = +2
Calculated total energy = -98511.5918 eV
LUMO (spin up / spin down) = -5.9842 / -7.0409 eV
Max |F| = 1.8 eV Å⁻¹
Spin multiplicity = 4
Energy above the lowest of the compared OMol25 structures with the same formula, charge and spin = 3.0 kcal/mol

Mulliken population analysis, charges in e, atoms 1 to 8: Tc 0.390; C -1.960; C 0.714; N 1.918; N -1.630; C 0.409; O -0.273; C 0.134